Entry 1:
The following is a quantum chemistry calculation of a cluster of 2 separate species, C4H6BrNO2 in total in a non-equilibrium geometry, from the OMol25 dataset.

The HOMO-LUMO gap comes out at 9.76 eV. For the LUMO energy, the calculation gives 0.4 eV. The value obtained for the relative energy (zero: lowest compared OMol25 entry of this formula, charge and spin) is 473.8 kJ/mol. The SMILES is BrC1=CCC1.O=NO.

Last column: natural (NBO) charge in e.
Cartesian coordinates (Å):
C 1.272 -0.452 0.335  -0.40
C 0.214 -1.675 0.118  -0.43
C 0.176 0.242 1.117  -0.24
C -0.702 -0.724 0.978  -0.07
N -1.494 1.684 -1.502  0.37
O -1.517 2.446 -0.587  -0.33
O -0.380 1.564 -2.169  -0.49
Br -2.415 -1.229 1.603  0.07
H 2.146 -0.768 0.924  0.21
H 1.512 0.030 -0.561  0.20
H -0.167 -1.857 -0.885  0.22
H 0.765 -2.513 0.674  0.22
H 0.287 1.119 1.738  0.22
H 0.304 2.133 -1.784  0.46

=====

Entry 2:
The following is a quantum chemistry calculation of a structure of composition C22H21ClF4N3OsS, from the OMol25 dataset.

The HOMO-LUMO gap (alpha / beta) comes out at 6.47 / 6.62 eV. As for the spin multiplicity: 5. For the LUMO energy (alpha / beta), the calculation gives 2.4 / 1.8 eV. The expectation value of S² is 6.031. The total charge is -1. The value obtained for the relative energy (zero: lowest compared OMol25 entry of this formula, charge and spin) is 0.0 kJ/mol.

Last column: natural (NBO) charge in e.
Cartesian coordinates (Å):
Os 1.294 -0.294 0.356  1.01
C -1.864 1.149 1.881  -0.64
C -2.009 1.196 0.372  -0.21
N -0.764 1.374 -0.394  -0.45
C -1.112 1.458 -1.832  -0.22
C -0.409 0.440 -2.710  -0.62
C 0.000 2.542 0.044  -0.22
C 1.335 2.629 -0.662  -0.23
N 2.202 1.505 -0.322  -0.68
C 3.478 1.545 -0.811  0.09
C 4.485 0.755 -0.212  0.29
F 4.178 0.015 0.871  -0.31
C 5.789 0.729 -0.644  0.35
F 6.666 -0.056 0.011  -0.32
C 6.228 1.498 -1.706  -0.40
C 5.274 2.288 -2.305  0.34
F 5.616 3.047 -3.368  -0.32
C 3.956 2.319 -1.890  0.29
F 3.125 3.097 -2.626  -0.33
H -2.817 0.838 2.313  0.21
H -1.616 2.122 2.308  0.20
H -1.112 0.426 2.184  0.25
H -2.709 2.007 0.102  0.16
H -2.454 0.260 0.029  0.21
H -0.901 2.471 -2.191  0.18
H -2.194 1.327 -1.925  0.19
H 0.669 0.600 -2.733  0.23
H -0.793 0.500 -3.731  0.20
H -0.571 -0.570 -2.330  0.23
H 0.172 2.468 1.116  0.21
H -0.561 3.475 -0.144  0.17
H 1.803 3.579 -0.372  0.19
H 1.163 2.688 -1.739  0.19
H 7.249 1.470 -2.051  0.24
S 2.186 -1.593 -1.211  -0.45
Cl 0.808 -0.681 3.778  -0.14
C 1.554 0.284 2.433  -0.77
H 2.620 0.261 2.647  0.21
H 1.219 1.311 2.585  0.19
N -7.121 -5.548 1.394  -0.35
C -6.121 -4.988 1.299  0.28
C -4.869 -4.288 1.179  -0.16
C -4.206 -3.841 2.320  -0.17
C -3.008 -3.163 2.204  -0.20
C -2.439 -2.921 0.946  -0.05
C -3.114 -3.385 -0.193  -0.20
C -4.316 -4.055 -0.081  -0.18
C -1.211 -2.212 0.821  -0.20
C -0.150 -1.618 0.737  -0.19
H -4.639 -4.026 3.295  0.22
H -2.488 -2.812 3.085  0.23
H -2.669 -3.209 -1.163  0.23
H -4.832 -4.409 -0.963  0.22

=====

Entry 3:
The following is a quantum chemistry calculation of a cluster of 2 separate species, C4H13NS3 in total, from the OMol25 dataset.

The HOMO-LUMO gap comes out at 8.53 eV. For the LUMO energy, the calculation gives 0.5 eV. The value obtained for the relative energy (zero: lowest compared OMol25 entry of this formula, charge and spin) is 1.8 kJ/mol. The SMILES is CSSC.NCCS.

Last column: natural (NBO) charge in e.
Cartesian coordinates (Å):
C -2.250 -2.722 1.304  -0.23
C -1.228 -1.706 1.779  -0.51
S 0.249 -1.681 0.707  -0.10
N -3.481 -2.568 2.055  -0.83
H -2.433 -2.482 0.252  0.20
H -1.810 -3.727 1.275  0.17
H -1.697 -0.723 1.757  0.23
H -0.877 -1.857 2.800  0.21
H 0.258 -0.409 0.251  0.14
H -4.201 -3.200 1.738  0.36
H -3.351 -2.819 3.032  0.35
C 0.033 3.168 0.188  -0.73
S 0.054 1.834 -1.051  0.06
S 2.129 1.751 -1.287  0.07
C 2.228 0.198 -2.220  -0.74
H 0.493 2.858 1.120  0.23
H 0.481 4.062 -0.239  0.22
H -1.018 3.399 0.343  0.23
H 1.734 0.312 -3.183  0.22
H 3.271 -0.065 -2.364  0.24
H 1.718 -0.576 -1.647  0.22

=====

Entry 4:
The following is a quantum chemistry calculation of a structure of composition C3H3BeO in a non-equilibrium geometry, from the OMol25 dataset.

The HOMO-LUMO gap (alpha / beta) comes out at 9.80 / 7.89 eV. As for the spin multiplicity: 2. For the LUMO energy (alpha / beta), the calculation gives 0.0 / -1.8 eV. The expectation value of S² is 0.755. The value obtained for the relative energy (zero: lowest compared OMol25 entry of this formula, charge and spin) is 30.3 kJ/mol.

Last column: natural (NBO) charge in e.
Cartesian coordinates (Å):
C -0.357 -0.055 -0.492  -0.88
C -1.652 -0.745 0.013  -0.44
C -1.273 0.684 0.119  -0.09
H -1.657 -1.384 0.909  0.19
H -2.385 -1.076 -0.739  0.19
H -1.698 1.680 0.229  0.23
O 2.165 0.369 0.440  -0.81
Be 1.032 -0.193 -0.411  1.61

=====

Entry 5:
The following is a quantum chemistry calculation of a structure of composition C19H40FIN2O5S in a non-equilibrium geometry, from the OMol25 dataset.

The HOMO-LUMO gap comes out at 6.70 eV. For the LUMO energy, the calculation gives -1.3 eV. The value obtained for the relative energy (zero: lowest compared OMol25 entry of this formula, charge and spin) is 30.7 kJ/mol.

Last column: natural (NBO) charge in e.
Cartesian coordinates (Å):
O 5.598 -3.396 -0.333  -0.92
S 5.961 -2.220 -1.036  2.52
O 7.001 -1.452 -0.469  -0.91
F 6.464 -2.686 -2.419  -0.46
N 4.657 -1.254 -1.413  -0.80
I 3.594 -2.157 -2.977  0.36
C 3.723 -1.177 -0.254  -0.26
C 4.249 -0.301 0.870  -0.42
C 4.264 1.202 0.553  -0.40
C 2.981 1.948 0.941  -0.40
C 1.947 2.051 -0.178  -0.39
C 0.570 2.474 0.363  -0.40
C -0.250 3.244 -0.680  -0.40
C -1.767 3.159 -0.515  -0.38
C -2.320 1.727 -0.461  -0.41
C -2.056 0.941 -1.749  -0.39
C -3.027 -0.243 -1.927  -0.42
C -3.154 -1.109 -0.667  -0.20
N -4.387 -0.893 0.088  -0.33
C -4.377 -0.497 1.376  -0.07
C -5.669 -0.423 1.792  -0.32
C -6.462 -0.789 0.695  -0.31
C -5.656 -1.084 -0.355  -0.10
H 2.758 -0.843 -0.618  0.22
H 3.541 -2.176 0.152  0.22
H 5.285 -0.585 1.064  0.23
H 3.723 -0.487 1.803  0.22
H 5.069 1.623 1.159  0.21
H 4.567 1.393 -0.477  0.21
H 2.563 1.512 1.852  0.19
H 3.270 2.971 1.191  0.20
H 1.825 1.106 -0.710  0.18
H 2.279 2.818 -0.881  0.20
H 0.715 3.130 1.223  0.20
H 0.085 1.566 0.723  0.19
H 0.036 2.911 -1.681  0.19
H 0.041 4.293 -0.602  0.21
H -2.115 3.679 0.377  0.20
H -2.214 3.634 -1.392  0.20
H -3.399 1.788 -0.316  0.21
H -1.870 1.228 0.393  0.20
H -1.048 0.513 -1.702  0.18
H -2.069 1.580 -2.632  0.20
H -2.575 -0.877 -2.692  0.20
H -3.983 0.128 -2.289  0.24
H -3.111 -2.157 -0.968  0.20
H -2.333 -0.940 0.021  0.21
H -3.488 -0.296 1.960  0.24
H -6.034 -0.155 2.767  0.21
H -7.538 -0.862 0.689  0.21
H -5.907 -1.420 -1.341  0.22
C -2.147 -1.318 4.656  -0.25
O -2.638 -0.298 3.789  -0.73
H -1.496 -1.967 4.074  0.18
H -1.574 -0.882 5.478  0.17
H -2.972 -1.910 5.059  0.17
H -3.213 0.272 4.308  0.47
C -6.970 0.315 -4.307  -0.25
O -6.313 0.336 -3.042  -0.73
H -6.207 0.291 -5.081  0.18
H -7.600 -0.574 -4.400  0.16
H -7.584 1.210 -4.438  0.16
H -6.990 0.357 -2.359  0.47
C 9.527 -2.860 1.070  -0.26
O 9.067 -3.205 2.376  -0.73
H 10.516 -2.418 1.164  0.18
H 9.592 -3.754 0.444  0.16
H 8.849 -2.139 0.613  0.19
H 8.194 -3.595 2.277  0.46

=====

Entry 6:
The following is a quantum chemistry calculation of an isolated molecule of C8H9N3OS in a non-equilibrium geometry, from the OMol25 dataset.

The HOMO-LUMO gap comes out at 8.03 eV. For the LUMO energy, the calculation gives 0.2 eV. The value obtained for the relative energy (zero: lowest compared OMol25 entry of this formula, charge and spin) is 374.5 kJ/mol.

Last column: natural (NBO) charge in e.
Cartesian coordinates (Å):
C -3.064 0.229 0.519  -0.25
C -3.074 -1.141 0.316  -0.18
C -1.851 0.893 0.576  -0.18
C -1.889 -1.836 0.171  -0.28
C -0.659 0.209 0.433  -0.30
C -0.662 -1.171 0.226  0.26
C 3.716 0.872 -0.396  -0.18
C 1.768 -1.456 0.181  0.20
N 2.762 -2.144 -0.204  -0.16
N 3.948 2.160 -0.304  -0.75
N 0.497 -1.912 0.056  -0.61
O 4.022 -1.678 -0.051  -0.49
S 4.442 -0.194 0.680  0.52
H -3.989 0.774 0.623  0.21
H -4.014 -1.671 0.269  0.21
H -1.830 1.963 0.728  0.21
H -1.906 -2.905 0.013  0.21
H 0.268 0.758 0.464  0.21
H 1.884 -0.487 0.668  0.18
H 3.502 2.762 -0.983  0.39
H 4.563 2.625 0.362  0.37
H 0.393 -2.855 -0.294  0.40

=====

Entry 7:
The following is a quantum chemistry calculation of a structure of composition C4H7NO2, from the OMol25 dataset.

The HOMO-LUMO gap (alpha / beta) comes out at 7.64 / 7.64 eV. For the LUMO energy (alpha / beta), the calculation gives 0.3 / 0.3 eV. The value obtained for the relative energy (zero: lowest compared OMol25 entry of this formula, charge and spin) is 807.9 kJ/mol.

Last column: natural (NBO) charge in e.
Cartesian coordinates (Å):
C -0.544 -1.683 -0.208  -0.30
C -0.492 0.737 0.239  -0.07
N -0.916 1.855 0.662  -0.23
O -2.052 1.673 1.488  -0.59
C 0.663 0.697 -0.668  -0.02
C 1.768 -0.166 -0.250  -0.10
O 0.749 -0.720 -1.121  -0.42
H -1.515 -1.409 -0.604  0.23
H -0.101 -2.558 -0.682  0.18
H -0.512 -1.707 0.874  0.22
H -2.268 2.582 1.733  0.46
H 0.803 1.372 -1.511  0.22
H 2.753 -0.122 -0.710  0.21
H 1.723 -0.556 0.765  0.21

=====

Entry 8:
The following is a quantum chemistry calculation of a structure of composition C22H23B2CrF2N7O6S2, from the OMol25 dataset.

The HOMO-LUMO gap (alpha / beta) comes out at 6.44 / 7.16 eV. As for the spin multiplicity: 4. For the LUMO energy (alpha / beta), the calculation gives 1.4 / 2.0 eV. The expectation value of S² is 3.839. The total charge is -1. The value obtained for the relative energy (zero: lowest compared OMol25 entry of this formula, charge and spin) is 225.1 kJ/mol.

Last column: natural (NBO) charge in e.
Cartesian coordinates (Å):
Cr 0.475 -0.114 0.067  1.28
C -0.478 -2.693 -2.819  -0.41
N 0.510 -2.708 -1.749  -0.34
C 1.869 -2.889 -1.933  -0.07
C 2.466 -2.709 -0.737  -0.01
N 1.485 -2.427 0.197  -0.51
B 1.711 -2.651 1.769  0.21
N 1.582 -1.291 2.517  -0.48
C 2.039 -1.043 3.787  -0.04
C 1.803 0.262 4.062  -0.08
N 1.198 0.792 2.944  -0.34
C 0.833 2.186 2.766  -0.39
C 1.074 -0.165 2.007  0.08
S 3.756 0.276 0.042  -0.27
C 0.285 -2.442 -0.451  0.21
S -1.155 -1.877 0.325  -0.16
H -0.010 -3.108 -3.708  0.21
H -0.801 -1.674 -3.040  0.25
H -1.337 -3.295 -2.540  0.24
H 2.278 -3.089 -2.907  0.23
H 3.502 -2.719 -0.458  0.27
H 2.836 -3.063 1.892  -0.04
H 0.871 -3.428 2.146  -0.04
H 2.510 -1.806 4.381  0.22
H 2.019 0.855 4.933  0.22
H 0.038 2.465 3.457  0.20
H 0.483 2.328 1.745  0.23
H 1.702 2.821 2.930  0.22
O -1.281 5.483 -3.416  -0.81
C -1.532 5.280 -2.195  0.76
O -2.051 6.039 -1.373  -0.71
C -1.150 3.880 -1.716  -0.13
C -2.004 3.132 -1.015  -0.17
C -1.741 1.685 -0.701  -0.11
N -0.298 1.391 -0.676  -0.65
C 0.550 2.202 -1.437  -0.01
C 0.161 3.345 -2.024  -0.17
C 1.973 1.792 -1.460  0.77
O 2.871 2.283 -2.067  -0.52
O 2.140 0.735 -0.581  -0.73
H -2.949 3.551 -0.693  0.23
H -2.143 1.466 0.293  0.20
H 0.858 3.906 -2.630  0.25
F -4.310 -2.016 0.103  -0.50
B -3.621 -1.446 -0.889  1.38
F -3.290 -2.237 -1.915  -0.50
O -1.286 4.437 -5.840  -0.75
C -1.305 3.061 -5.760  0.12
N -2.351 2.634 -4.814  -0.61
C -2.200 1.553 -4.031  0.65
O -1.351 0.685 -4.235  -0.67
C -3.109 1.447 -2.852  -0.09
C -4.329 1.974 -2.722  -0.18
C -5.093 1.722 -1.510  -0.32
C -4.735 0.703 -0.714  0.04
N -3.567 -0.022 -0.974  -0.74
C -2.519 0.710 -1.684  -0.07
H -1.160 4.825 -4.934  0.52
H -0.367 2.612 -5.413  0.17
H -1.530 2.669 -6.754  0.15
H -2.907 3.402 -4.467  0.41
H -4.786 2.544 -3.522  0.22
H -6.003 2.267 -1.310  0.22
H -5.354 0.342 0.097  0.21
H -1.791 0.000 -2.068  0.25

=====

Number 1 is which compound? C4H6BrNO2

=====

Among the records above, which one has the highest relative energy (zero: lowest compared OMol25 entry of this formula, charge and spin)? C4H7NO2

=====

Which of these has the highest relative energy (zero: lowest compared OMol25 entry of this formula, charge and spin)? C4H7NO2